Molecular formula: C4H9N2
Method: DFT, ωB97M-V/def2-TZVPD

```
15
Properties=species:S:1:pos:R:3:mulliken_charge:R:1
C 0.321 1.604 -0.352 -0.2094
C 0.574 0.104 -0.530 -0.0730
C -0.693 0.071 0.347 -0.0136
C -1.847 -0.860 -0.049 -1.3149
N -0.679 1.510 0.413 -0.4959
N 1.779 -0.262 0.312 -0.3083
H 0.862 2.444 -0.766 0.4162
H 0.570 -0.206 -1.569 0.4749
H 1.338 -0.215 1.321 0.4245
H -2.510 -0.304 -0.797 0.3328
H -2.469 -1.263 0.699 0.3531
H -1.406 -1.563 -0.697 0.3633
H -0.500 -0.265 1.420 0.3513
H 2.485 0.422 0.131 0.3457
H 2.175 -1.218 0.116 0.3534
```

For the orbital gap, the calculation gives 0.387 Eh. The calculation puts the HOMO energy at -14.68 eV. The value obtained for the energy above the lowest of the compared OMol25 structures with the same formula, charge and spin is 3.378 eV. As for the total charge: +1.